[1]
# C38H51GeIN3OS2ScSi4

A molecular structure, C38H51GeIN3OS2ScSi4 (wB97M-V/def2-TZVPD, OMol25).

```
102
Properties=species:S:1:pos:R:3:forces:R:3
Sc 0.756 0.515 0.636 -0.260 0.465 -0.324
I -2.428 -0.112 0.602 0.066 0.042 0.041
C -2.513 0.248 -1.454 -0.019 0.010 -0.016
C -3.746 0.330 -2.037 -0.001 0.001 0.005
C -3.843 0.605 -3.415 0.012 0.001 -0.013
C -2.708 0.775 -4.152 -0.002 0.000 0.010
C -1.428 0.670 -3.556 -0.004 0.039 0.003
C -0.260 0.802 -4.347 -0.002 0.019 0.007
C 0.968 0.642 -3.779 0.017 0.008 0.011
C 1.078 0.393 -2.391 0.011 0.032 0.039
C -0.006 0.300 -1.541 -0.030 -0.012 0.122
C -1.293 0.406 -2.164 0.036 0.030 -0.068
H -4.642 0.189 -1.447 0.001 -0.001 0.003
H -4.820 0.675 -3.878 -0.002 -0.002 0.004
H -2.767 0.982 -5.215 -0.002 0.000 0.000
H -0.368 1.007 -5.406 0.000 0.000 -0.001
H 1.865 0.719 -4.384 0.003 0.001 0.001
H 2.083 0.306 -1.985 -0.006 0.022 -0.014
C -1.270 0.524 5.088 0.025 0.013 0.011
Si 0.149 0.110 3.914 -0.038 0.010 -0.003
C -0.255 -1.613 3.289 -0.016 0.034 0.019
C 1.773 0.051 4.850 0.000 -0.007 -0.008
N 0.198 1.192 2.556 -0.001 -0.087 0.122
C 0.092 2.561 2.717 -0.035 -0.075 0.092
C 0.206 3.248 3.935 0.028 0.027 -0.032
C 0.057 4.625 4.018 0.004 -0.003 -0.013
C -0.198 5.381 2.887 0.000 0.016 0.012
C -0.290 4.742 1.654 0.007 -0.005 -0.012
C -0.146 3.374 1.595 -0.018 0.011 0.008
O -0.176 2.664 0.388 0.105 -0.168 0.013
C -0.696 3.284 -0.743 -0.010 -0.022 0.020
C -2.060 3.501 -0.832 0.009 0.007 -0.019
C -2.575 4.035 -2.003 -0.006 -0.013 0.009
C -1.730 4.344 -3.061 -0.007 0.001 0.001
C -0.365 4.127 -2.946 0.017 -0.003 -0.005
C 0.165 3.598 -1.777 -0.018 0.002 0.004
H -1.535 -0.366 5.665 0.004 -0.003 0.001
H -2.152 0.829 4.518 -0.001 -0.010 -0.005
H -1.043 1.322 5.795 -0.007 -0.003 0.005
H -0.213 -2.302 4.139 0.015 0.007 0.001
H 0.434 -1.999 2.536 -0.022 0.024 -0.009
H -1.269 -1.668 2.888 0.030 0.012 0.022
H 1.857 -0.867 5.438 -0.015 0.010 0.021
H 1.891 0.898 5.529 0.015 0.009 -0.012
H 2.609 0.071 4.145 -0.004 -0.020 -0.010
H 0.440 2.688 4.829 -0.008 0.006 0.003
H 0.156 5.110 4.982 0.000 0.000 0.001
H -0.306 6.455 2.946 0.001 0.000 0.003
H -0.464 5.307 0.748 0.000 -0.003 0.001
H -2.696 3.233 0.002 0.000 0.001 0.002
H -3.642 4.192 -2.094 0.001 0.002 -0.002
H -2.139 4.745 -3.979 0.002 0.000 -0.001
H 0.295 4.356 -3.773 -0.001 0.001 0.000
H 1.222 3.396 -1.664 0.002 0.004 -0.011
S 2.573 -1.167 0.922 0.023 0.131 0.039
C 3.581 0.265 1.035 0.095 -0.010 -0.075
S 2.936 1.785 0.506 -0.016 -0.138 0.039
C 4.861 0.153 1.533 -0.009 -0.026 -0.009
C 5.732 1.279 1.628 0.003 -0.005 0.003
N 6.457 2.171 1.710 0.001 0.003 0.000
C 5.379 -1.106 1.961 -0.004 0.012 0.001
N 5.806 -2.119 2.307 0.002 -0.008 0.002
C 1.362 -6.668 0.974 -0.038 -0.004 -0.012
Si 1.815 -4.836 1.011 -0.017 0.044 0.007
C 2.009 -4.313 2.800 0.021 -0.009 0.028
C 3.448 -4.640 0.113 0.025 -0.015 -0.001
Ge 0.094 -3.628 -0.140 0.031 -0.037 0.011
Si 0.608 -3.525 -2.463 0.001 0.011 0.032
C 0.736 -5.316 -3.059 0.011 -0.006 0.020
C 2.276 -2.698 -2.742 0.007 -0.013 -0.022
C -0.748 -2.671 -3.457 0.000 -0.021 0.010
Si -2.128 -4.403 0.248 0.061 0.020 -0.039
C -2.738 -4.001 1.979 -0.038 0.001 -0.013
C -2.220 -6.276 0.032 0.012 -0.004 0.006
C -3.313 -3.644 -0.998 -0.024 0.006 0.000
H 2.183 -7.267 1.378 0.010 0.012 0.001
H 1.162 -7.005 -0.045 0.006 -0.016 0.003
H 0.471 -6.872 1.571 0.003 0.000 0.020
H 2.709 -4.985 3.306 0.002 -0.011 -0.007
H 1.059 -4.337 3.336 0.009 -0.032 -0.004
H 2.414 -3.301 2.862 -0.004 -0.026 0.013
H 4.224 -5.198 0.645 0.000 -0.001 -0.002
H 3.760 -3.596 0.072 -0.004 -0.026 0.000
H 3.390 -5.028 -0.906 -0.004 -0.010 -0.011
H 1.507 -5.851 -2.499 -0.001 -0.015 -0.018
H 0.995 -5.362 -4.122 0.003 0.021 -0.004
H -0.209 -5.847 -2.918 -0.004 0.007 -0.009
H 3.072 -3.443 -2.802 0.006 -0.013 0.017
H 2.525 -2.006 -1.936 -0.013 -0.035 -0.014
H 2.263 -2.132 -3.677 0.011 -0.028 -0.013
H -1.203 -3.365 -4.168 0.005 -0.016 0.001
H -0.329 -1.833 -4.017 -0.013 -0.042 -0.005
H -1.540 -2.271 -2.824 0.011 -0.017 -0.015
H -2.031 -4.317 2.748 0.010 -0.011 -0.010
H -3.693 -4.502 2.162 -0.001 0.001 0.010
H -2.894 -2.926 2.090 -0.024 -0.040 0.008
H -1.717 -6.796 0.849 0.006 -0.003 -0.002
H -1.752 -6.596 -0.901 -0.014 0.001 -0.007
H -3.265 -6.600 0.018 -0.005 0.007 0.002
H -3.280 -2.553 -0.968 -0.019 -0.052 -0.028
H -4.338 -3.958 -0.777 -0.004 0.001 0.000
H -3.076 -3.957 -2.017 0.006 -0.017 0.008
```
Forces are in eV/Å.

As for the net charge: -1. As for the expectation value of S²: 0.753. As for the HOMO-LUMO gap (alpha / beta): 6.83 / 6.45 eV. As for the spin multiplicity: 2.



[2]
# C6H6N2

C6H6N2 in the gas phase (wB97M-V/def2-TZVPD, OMol25).

```
14
Properties=species:S:1:pos:R:3:forces:R:3
C -3.247 0.204 0.046 1.635 -1.339 -1.430
C -2.064 0.010 -0.225 -4.182 -0.054 1.694
C -0.742 -0.094 0.088 7.126 3.541 -0.725
C 0.060 1.024 -0.013 -1.163 3.845 -0.978
C 1.612 1.112 0.099 -1.794 4.981 2.995
N 2.204 -0.064 -0.127 5.001 2.524 -1.134
C 1.556 -1.039 -0.100 -5.540 -9.177 -1.796
N 0.105 -1.201 0.276 -1.947 -1.784 -0.089
H -4.271 -0.059 -0.051 -0.443 0.564 0.151
H -0.385 2.069 -0.394 0.648 -2.634 1.078
H 2.045 1.600 1.071 -1.283 -1.210 -0.574
H 2.054 1.946 -0.480 -0.668 -0.612 -0.876
H 1.883 -1.965 -0.673 -0.107 0.657 1.544
H -0.548 -2.033 0.112 2.716 0.699 0.139
```
Forces are in eV/Å.

As for the net charge: 0. As for the HOMO-LUMO gap: 8.43 eV. The SMILES is C#CC1=CCN=CN1.



| no. | DFT total energy (Eh) |
| --- | --- |
| 1 | -6808.13366 |
| 2 | -341.54698 |